90
Properties=species:S:1:pos:R:3:forces:R:3:mulliken_charge:R:1 method="wB97M-V/def2-TZVPD" e_tot_ev=-66515.5863 e_above_lowest_kcal_mol=38.51 homo_energy_ha="-0.241 / -0.216" orbital_gap_ev="6.5 / 6.1" lumo_ev="-0.100 / 0.177"
Tl 0.5537 0.4876 0.3579 -0.2 0.0 0.5 1.283
C 0.4384 4.0193 -2.0979 0.1 -0.1 0.0 -1.653
C 1.3297 2.8893 -2.6047 0.0 0.0 0.1 1.517
C 2.4189 3.4043 -3.5432 -0.1 -0.1 0.1 -1.753
C 0.5427 1.7623 -3.2810 0.0 -0.1 0.0 -0.354
C -0.2956 2.2015 -4.4968 0.2 0.0 0.1 -0.645
O -1.5979 1.6677 -4.2307 -0.2 0.0 -0.3 -0.477
C -1.5643 1.1010 -2.9966 0.6 0.1 0.1 0.511
N -0.4433 1.1281 -2.3962 -0.2 -0.1 0.3 0.166
C -2.8627 0.5304 -2.5738 -0.3 -0.1 0.0 0.122
C -3.9614 0.9493 -3.3371 0.1 0.0 0.0 -1.065
C -5.2274 0.4482 -3.1191 -0.1 0.0 0.1 -0.774
C -5.4229 -0.4964 -2.1251 -0.1 0.0 0.0 -0.966
C -4.3517 -0.9132 -1.3592 0.1 0.0 0.0 -0.077
C -3.0619 -0.4177 -1.5507 0.2 0.2 -0.1 0.799
P -1.7274 -1.1149 -0.4678 -0.4 -0.2 0.0 0.536
C -2.5660 -1.1709 1.1571 0.0 0.0 -0.1 0.374
C -2.2033 -2.1498 2.0804 0.0 0.0 -0.1 -0.528
C -2.7522 -2.1440 3.3543 0.0 0.0 0.1 -0.815
C -3.6474 -1.1513 3.7236 0.0 0.0 0.0 -0.572
C -3.9800 -0.1518 2.8201 0.0 0.1 0.0 -0.792
C -3.4368 -0.1553 1.5464 0.0 -0.1 0.0 -0.466
C -1.7672 -2.8634 -1.0245 0.2 0.1 0.0 0.647
C -2.7074 -3.8083 -0.6197 0.0 0.0 0.0 -0.087
C -2.6499 -5.1037 -1.1093 0.0 0.0 0.0 -0.784
C -1.6506 -5.4733 -1.9987 0.0 0.0 0.0 -0.591
C -0.7051 -4.5419 -2.3984 0.0 0.0 -0.1 -0.583
C -0.7628 -3.2455 -1.9110 0.0 0.1 0.0 -0.498
H 1.0262 4.6989 -1.4792 0.0 0.0 0.0 0.474
H -0.3816 3.6241 -1.4948 0.0 0.1 0.0 0.281
H 0.0214 4.6052 -2.9198 0.0 0.0 0.0 0.369
H 1.8214 2.4440 -1.7329 0.0 -0.1 0.0 -0.397
H 1.9828 3.8892 -4.4209 0.0 0.0 0.0 0.334
H 3.0587 2.5883 -3.8857 0.0 0.0 0.0 0.418
H 3.0431 4.1364 -3.0301 0.0 0.0 -0.1 0.458
H 1.2617 0.9865 -3.5679 0.0 0.0 0.0 0.440
H 0.0627 1.7965 -5.4412 -0.1 0.0 0.0 0.245
H -0.3816 3.2854 -4.5823 0.0 0.0 0.0 0.347
H -3.8024 1.6760 -4.1194 0.0 0.0 0.0 0.491
H -6.0570 0.7830 -3.7275 0.0 0.0 0.0 0.403
H -6.4065 -0.9106 -1.9446 0.0 0.0 0.0 0.458
H -4.5194 -1.6377 -0.5755 0.0 0.0 0.0 0.281
H -1.4821 -2.9097 1.8020 0.0 0.0 0.0 0.457
H -2.4753 -2.9151 4.0624 0.0 0.0 0.0 0.427
H -4.0762 -1.1491 4.7177 0.0 0.0 0.0 0.386
H -4.6565 0.6411 3.1133 0.0 0.0 0.0 0.420
H -3.6807 0.6390 0.8533 0.0 0.0 0.0 0.495
H -3.4752 -3.5472 0.0960 0.0 0.0 0.0 0.324
H -3.3854 -5.8299 -0.7864 0.0 0.0 0.0 0.426
H -1.6035 -6.4900 -2.3670 0.0 0.0 0.0 0.387
H 0.0865 -4.8306 -3.0781 0.0 0.0 0.0 0.433
H -0.0128 -2.5193 -2.2055 0.0 0.0 0.0 0.258
O 0.9919 -2.8202 0.8218 -0.1 -0.1 0.1 -0.431
C 1.5458 -1.7823 0.9390 -0.2 0.6 -0.2 -0.277
C 0.1027 0.4979 3.9055 0.0 0.1 0.0 -1.472
C 0.2424 1.8413 3.1717 0.0 -0.1 0.0 2.351
C -0.3331 2.9569 4.0668 -0.1 -0.1 -0.1 -1.931
C -0.6184 1.7553 1.9016 0.6 -0.1 -0.4 -1.611
C 1.7116 2.1918 2.8991 0.0 0.0 0.0 -0.423
C 2.7617 1.5030 3.5002 0.0 0.0 -0.1 -0.024
C 4.0862 1.8193 3.2115 0.1 0.0 0.0 -0.727
C 4.3891 2.8432 2.3317 0.0 0.0 0.0 -0.522
C 3.3521 3.5655 1.7521 0.0 0.0 0.0 -0.793
C 2.0358 3.2437 2.0357 0.1 0.1 0.0 0.195
H -0.9562 0.2455 3.9638 0.0 0.0 0.0 0.049
H 0.5033 0.5285 4.9227 0.1 0.0 0.0 0.502
H 0.5998 -0.3002 3.3476 0.0 -0.1 0.0 0.252
H -1.4020 2.7950 4.2228 0.0 0.0 0.0 0.461
H -0.1926 3.9343 3.6034 0.0 0.0 0.0 0.376
H 0.1686 2.9609 5.0372 0.0 0.0 0.0 0.447
H -0.7789 2.7725 1.5084 0.0 -0.1 -0.1 0.362
H 2.5546 0.7023 4.1977 0.0 0.0 0.0 0.393
H 4.8846 1.2584 3.6830 0.0 0.0 0.0 0.421
H 5.4195 3.0851 2.1041 0.0 0.0 0.0 0.414
H 3.5749 4.3800 1.0723 0.0 0.0 0.0 0.399
H 1.2435 3.8171 1.5718 0.0 0.0 0.0 0.336
F 4.3299 -5.1736 1.3760 0.0 -0.1 -0.1 -0.354
C 3.9712 -3.9737 0.8703 0.0 0.3 0.6 0.444
C 3.9757 -3.8526 -0.5567 -0.1 0.2 -0.4 -0.620
C 3.7868 -2.6453 -1.1284 0.0 -0.4 -0.2 -0.900
C 3.5381 -1.4696 -0.3360 0.0 0.6 0.3 0.545
C 3.4516 -0.2221 -0.8566 0.3 -0.2 0.0 -1.107
C 3.2036 -1.6982 1.1009 0.0 -0.1 -0.2 1.254
C 3.7051 -2.9470 1.6836 0.1 -0.3 -0.1 -0.889
H 4.1988 -4.7301 -1.1492 0.0 0.0 0.0 0.460
H 3.8872 -2.5337 -2.2017 0.0 0.0 0.0 0.402
H 3.5472 -0.0511 -1.9234 0.0 0.0 0.0 0.196
H 3.4842 0.6494 -0.2141 -0.2 0.0 0.0 0.522
H 3.3838 -0.8243 1.7215 -0.1 0.1 0.0 -0.189
H 3.7431 -3.0648 2.7581 0.0 -0.1 0.0 0.398